# 1
C41H41CrFN8O3S as an isolated structure, computed with ωB97M-V/def2-TZVPD.

Geometry as XYZ:
```
96
Properties=species:S:1:pos:R:3
Cr 0.3896 0.6943 -1.1343
C 2.8549 -2.4440 2.7335
O 3.7216 -1.3821 3.0921
C 3.3083 -0.5673 4.1285
C 4.0916 -0.5473 5.2772
C 3.7819 0.2686 6.3475
C 2.6584 1.0756 6.2874
C 1.8767 1.0734 5.1514
C 2.1970 0.2824 4.0473
N 1.3091 0.3643 2.9591
C 1.5343 0.4452 1.6135
N 2.7765 0.2968 1.1473
C 3.2095 0.3255 -0.1785
C 2.3503 0.4499 -1.2674
C 2.9460 0.4728 -2.5303
C 4.3139 0.3576 -2.7126
C 5.1508 0.2645 -1.6106
C 4.6039 0.2668 -0.3402
O 5.3826 0.2109 0.8017
C 6.0428 1.4259 1.1021
N 0.5306 0.7249 0.8072
C -0.7770 0.8071 1.3151
C -1.4815 2.0056 1.2845
C -2.8025 2.0487 1.7010
C -3.4140 0.8994 2.1716
C -2.7164 -0.2997 2.2424
C -1.3953 -0.3579 1.8257
O -0.5910 -1.4597 1.8378
C -1.0630 -2.6472 2.4323
H 3.3463 -2.9552 1.9082
H 1.8756 -2.0875 2.4044
H 2.7278 -3.1405 3.5676
H 4.9547 -1.1917 5.3091
H 4.4064 0.2682 7.2261
H 2.3945 1.7130 7.1157
H 1.0046 1.7101 5.0931
H 0.3983 0.7207 3.2273
H 3.5209 0.0274 1.7935
H 2.3159 0.6670 -3.3989
H 4.7390 0.3679 -3.7057
H 6.2214 0.2136 -1.7281
H 6.6076 1.2470 2.0139
H 5.3205 2.2325 1.2740
H 6.7243 1.7233 0.3008
H -0.9698 2.8951 0.9454
H -3.3460 2.9802 1.6732
H -4.4379 0.9273 2.5103
H -3.2157 -1.1765 2.6234
H -0.2232 -3.3384 2.3897
H -1.9041 -3.0747 1.8789
H -1.3517 -2.4876 3.4756
N -8.6942 -4.0668 0.9766
C -7.8677 -3.4175 0.5230
C -6.8314 -2.6200 -0.0225
C -7.1090 -1.3446 -0.5191
C -6.0963 -0.5708 -1.0472
C -4.7956 -1.0663 -1.0880
C -4.5109 -2.3305 -0.5710
C -5.5216 -3.1041 -0.0411
N -3.7582 -0.2986 -1.6405
C -3.8307 0.6053 -2.6673
C -2.5667 1.0812 -2.8535
N -1.7224 0.5020 -1.9476
C -2.4684 -0.3228 -1.2445
H -8.1197 -0.9677 -0.4805
H -6.3079 0.4234 -1.4127
H -3.5014 -2.7116 -0.5966
H -5.3072 -4.0851 0.3542
H -4.7426 0.8145 -3.1876
H -2.2157 1.8015 -3.5674
H -2.1100 -0.9562 -0.4613
F 0.8891 6.8324 -1.7118
C 0.8013 5.4891 -1.6153
C -0.4447 4.8911 -1.5730
C -0.5177 3.5102 -1.4720
C 0.6133 2.6958 -1.3941
C 1.8436 3.3584 -1.4308
C 1.9566 4.7325 -1.5574
H -1.3340 5.5005 -1.6125
H -1.5041 3.0630 -1.4426
H 2.7622 2.7937 -1.3653
H 2.9245 5.2102 -1.6036
C 1.3039 -1.9221 -5.2057
N 1.0725 -1.6822 -3.7956
C 0.0215 -2.0330 -3.0504
S 0.1910 -2.0238 -1.3659
N -1.1534 -2.4505 -3.5517
C -1.7406 -2.1823 -4.8495
H 2.3450 -1.6952 -5.4200
H 0.6789 -1.2841 -5.8317
H 1.1237 -2.9677 -5.4626
H 1.8856 -1.4146 -3.2463
H -1.8000 -2.7352 -2.8310
H -1.2209 -2.7085 -5.6478
H -1.7453 -1.1105 -5.0671
H -2.7695 -2.5333 -4.8320
```

## Properties
- LUMO energy (spin up / spin down): -2.640 / -2.556 eV
- Total energy: -103212.5845 eV
- ⟨S²⟩: 0.871
- Frontier orbital gap (spin up / spin down): 7.716 / 7.497 eV
- Charge: +1
- Multiplicity: 2

Computed Löwdin charges, given in elementary charges: atom 1 (Cr): 0.6726, atom 2 (C): -0.0417, atom 3 (O): -0.1290, atom 4 (C): -0.2191, atom 5 (C): 0.0093, atom 6 (C): -0.0679, atom 7 (C): -0.0730, atom 8 (C): -0.0141, atom 9 (C): -0.1496, atom 10 (N): 0.1658, atom 11 (C): -0.2984, atom 12 (N): 0.2012, atom 13 (C): -0.1600, atom 14 (C): -0.2236, atom 15 (C): -0.1608, atom 16 (C): -0.0686, atom 17 (C): 0.0011, atom 18 (C): -0.2208, atom 19 (O): -0.1125, atom 20 (C): -0.0583, atom 21 (N): 0.0176, atom 22 (C): -0.2392, atom 23 (C): -0.0028, atom 24 (C): -0.0614, atom 25 (C): -0.0656, atom 26 (C): -0.0156, atom 27 (C): -0.2576, atom 28 (O): -0.1282, atom 29 (C): -0.0560, atom 30 (H): 0.1055, atom 31 (H): 0.0671, atom 32 (H): 0.1052, atom 33 (H): 0.1258, atom 34 (H): 0.1100, atom 35 (H): 0.1096, atom 36 (H): 0.1188, atom 37 (H): 0.1434, atom 38 (H): 0.1334, atom 39 (H): 0.1073, atom 40 (H): 0.1077, atom 41 (H): 0.1234, atom 42 (H): 0.0963, atom 43 (H): 0.0993, atom 44 (H): 0.0924, atom 45 (H): 0.1148, atom 46 (H): 0.1104, atom 47 (H): 0.1110, atom 48 (H): 0.1128, atom 49 (H): 0.0943, atom 50 (H): 0.0923, atom 51 (H): 0.1074, atom 52 (N): 0.1850, atom 53 (C): -0.1822, atom 54 (C): -0.2201, atom 55 (C): 0.0014, atom 56 (C): 0.0103, atom 57 (C): -0.1795, atom 58 (C): 0.0019, atom 59 (C): -0.0023, atom 60 (N): 0.0094, atom 61 (C): -0.0195, atom 62 (C): -0.1044, atom 63 (N): 0.0122, atom 64 (C): -0.1843, atom 65 (H): 0.1296, atom 66 (H): 0.1201, atom 67 (H): 0.1100, atom 68 (H): 0.1278, atom 69 (H): 0.1264, atom 70 (H): 0.1200, atom 71 (H): 0.0773, atom 72 (F): 0.0612, atom 73 (C): -0.2763, atom 74 (C): -0.0113, atom 75 (C): -0.1510, atom 76 (C): -0.2056, atom 77 (C): -0.0937, atom 78 (C): -0.0014, atom 79 (H): 0.1170, atom 80 (H): 0.0740, atom 81 (H): 0.0874, atom 82 (H): 0.1201, atom 83 (C): -0.0530, atom 84 (N): -0.0227, atom 85 (C): -0.7905, atom 86 (S): 0.7384, atom 87 (N): -0.0228, atom 88 (C): -0.0621, atom 89 (H): 0.0947, atom 90 (H): 0.0845, atom 91 (H): 0.0965, atom 92 (H): 0.0857, atom 93 (H): 0.1007, atom 94 (H): 0.0769, atom 95 (H): 0.0884, atom 96 (H): 0.0936

=====

# 2
A 2-piece molecular cluster, C5H6Br2 overall, computed with ωB97M-V/def2-TZVPD.

Geometry as XYZ:
```
13
Properties=species:S:1:pos:R:3
C -1.3523 0.0782 1.8288
C -0.2723 -0.2537 1.3041
C 1.1178 -1.3346 -0.4822
C -0.7231 1.3337 -1.1525
C 0.8425 -0.3711 0.5823
Br -2.1534 1.7625 -0.0953
Br 2.3985 0.7003 1.1605
H -1.9856 -0.0914 2.6452
H 0.0975 -1.4521 -0.9863
H 1.6552 -0.7951 -1.4120
H 1.6500 -2.2312 -0.0862
H -0.4586 2.2336 -1.6732
H -0.8161 0.4210 -1.6331
```

## Properties
- LUMO energy (spin up / spin down): -0.434 / -0.727 eV
- Total energy: -145361.2276 eV
- Frontier orbital gap (spin up / spin down): 7.430 / 7.890 eV
- Charge: 0
- Energy relative to the best compared isomer or geometry (same formula, charge and spin): 117.74 kcal per mole

Computed natural (NBO) charges, given in elementary charges: atom 1 (C): -0.1708, atom 2 (C): -0.1441, atom 3 (C): -0.6854, atom 4 (C): -0.4924, atom 5 (C): -0.0354, atom 6 (Br): 0.1917, atom 7 (Br): 0.0209, atom 8 (H): 0.2227, atom 9 (H): 0.2346, atom 10 (H): 0.2392, atom 11 (H): 0.2465, atom 12 (H): 0.2002, atom 13 (H): 0.1722

=====

# 3
A 2-piece molecular cluster, C5H12O overall, computed with ωB97M-V/def2-TZVPD.

Geometry as XYZ:
```
18
Properties=species:S:1:pos:R:3
C 3.0008 0.0866 2.2687
C 3.7170 -1.0364 1.5383
C 4.1763 -0.6445 0.1371
H 3.5954 1.0039 2.2042
H 2.8914 -0.1312 3.3370
H 2.0131 0.2609 1.8405
H 3.1188 -1.9405 1.4897
H 4.6077 -1.2597 2.1204
H 4.5413 -1.5280 -0.3761
H 3.3873 -0.1858 -0.4526
H 4.9967 0.0803 0.1451
O -2.7796 0.6307 -0.7982
C -3.8875 0.0968 -1.2009
C -4.7568 0.8085 -2.1995
H -4.4207 -0.6913 -0.6287
H -5.7240 0.2952 -2.3130
H -4.3051 0.7979 -3.2049
H -4.9200 1.8708 -1.9053
```

## Properties
- LUMO energy (spin up / spin down): 3.134 / 3.134 eV
- Total energy: -7425.4424 eV
- ⟨S²⟩: 0.754
- Frontier orbital gap (spin up / spin down): 2.478 / 5.804 eV
- Charge: -1
- Energy relative to the best compared isomer or geometry (same formula, charge and spin): 0.00 kcal per mole
- Multiplicity: 2

Computed natural (NBO) charges, given in elementary charges: atom 1 (C): -0.6046, atom 2 (C): -0.3918, atom 3 (C): -0.6038, atom 4 (H): 0.1935, atom 5 (H): 0.2003, atom 6 (H): 0.2203, atom 7 (H): 0.1986, atom 8 (H): 0.1812, atom 9 (H): 0.2011, atom 10 (H): 0.2123, atom 11 (H): 0.1923, atom 12 (O): -0.8130, atom 13 (C): -0.0081, atom 14 (C): -0.7028, atom 15 (H): 0.0432, atom 16 (H): 0.1682, atom 17 (H): 0.1666, atom 18 (H): 0.1465

=====

# 4
A 2-piece molecular cluster, C2H5Br overall, computed with ωB97M-V/def2-TZVPD.

Geometry as XYZ:
```
8
Properties=species:S:1:pos:R:3
C 0.8926 0.2145 0.0481
C -0.4018 -0.1692 -0.0128
H 1.3285 0.8297 0.8173
H 1.5387 0.1730 -0.8242
H -0.5629 -0.4476 -1.0381
H -1.1632 0.0827 0.6518
Br -3.9131 -0.1920 -0.0260
H -4.4936 -0.7568 -1.2524
```

## Properties
- LUMO energy: 0.591 eV
- Total energy: -72196.1236 eV
- Frontier orbital gap: 10.611 eV
- Charge: 0
- SMILES string: C=C.Br
- Energy relative to the best compared isomer or geometry (same formula, charge and spin): 23.02 kcal per mole

Computed natural (NBO) charges, given in elementary charges: atom 1 (C): -0.3698, atom 2 (C): -0.3938, atom 3 (H): 0.1822, atom 4 (H): 0.1854, atom 5 (H): 0.1952, atom 6 (H): 0.1976, atom 7 (Br): -0.2130, atom 8 (H): 0.2161

=====

# 5
A 2-piece molecular cluster, C2H5N3S overall, computed with ωB97M-V/def2-TZVPD.

Geometry as XYZ:
```
11
Properties=species:S:1:pos:R:3
C 0.2637 -0.8124 0.0514
C 0.1828 1.4842 -0.5084
H -2.4516 -1.2015 0.9326
H 1.2229 -0.3042 0.1855
H 1.0017 -2.4444 0.5284
H -0.5893 2.2025 -1.1017
H 1.8252 1.1937 0.6690
N -0.5461 0.2512 -0.2073
N 0.0502 -2.1200 0.0914
N 1.2482 1.7950 0.0361
S -2.2077 -0.0441 -0.6770
```

## Properties
- LUMO energy: -1.170 eV
- Total energy: -17455.9236 eV
- Frontier orbital gap: 7.833 eV
- Charge: 0
- Energy relative to the best compared isomer or geometry (same formula, charge and spin): 119.65 kcal per mole

Computed natural (NBO) charges, given in elementary charges: atom 1 (C): 0.2586, atom 2 (C): 0.3003, atom 3 (H): 0.1641, atom 4 (H): 0.1425, atom 5 (H): 0.3458, atom 6 (H): 0.1978, atom 7 (H): 0.3745, atom 8 (N): -0.6085, atom 9 (N): -0.6692, atom 10 (N): -0.6542, atom 11 (S): 0.1483

=====

Q: charge of number 4 (C2H5Br)?
A: 0

=====

Q: What is the charge in the second record?
A: 0

=====

Repeat the third record exactly.
A 2-piece molecular cluster, C5H12O overall, computed with ωB97M-V/def2-TZVPD.

Geometry as XYZ:
```
18
Properties=species:S:1:pos:R:3
C 3.0008 0.0866 2.2687
C 3.7170 -1.0364 1.5383
C 4.1763 -0.6445 0.1371
H 3.5954 1.0039 2.2042
H 2.8914 -0.1312 3.3370
H 2.0131 0.2609 1.8405
H 3.1188 -1.9405 1.4897
H 4.6077 -1.2597 2.1204
H 4.5413 -1.5280 -0.3761
H 3.3873 -0.1858 -0.4526
H 4.9967 0.0803 0.1451
O -2.7796 0.6307 -0.7982
C -3.8875 0.0968 -1.2009
C -4.7568 0.8085 -2.1995
H -4.4207 -0.6913 -0.6287
H -5.7240 0.2952 -2.3130
H -4.3051 0.7979 -3.2049
H -4.9200 1.8708 -1.9053
```

## Properties
- LUMO energy (spin up / spin down): 3.134 / 3.134 eV
- Total energy: -7425.4424 eV
- ⟨S²⟩: 0.754
- Frontier orbital gap (spin up / spin down): 2.478 / 5.804 eV
- Charge: -1
- Energy relative to the best compared isomer or geometry (same formula, charge and spin): 0.00 kcal per mole
- Multiplicity: 2

Computed natural (NBO) charges, given in elementary charges: atom 1 (C): -0.6046, atom 2 (C): -0.3918, atom 3 (C): -0.6038, atom 4 (H): 0.1935, atom 5 (H): 0.2003, atom 6 (H): 0.2203, atom 7 (H): 0.1986, atom 8 (H): 0.1812, atom 9 (H): 0.2011, atom 10 (H): 0.2123, atom 11 (H): 0.1923, atom 12 (O): -0.8130, atom 13 (C): -0.0081, atom 14 (C): -0.7028, atom 15 (H): 0.0432, atom 16 (H): 0.1682, atom 17 (H): 0.1666, atom 18 (H): 0.1465